Entry 1:
Density functional theory data (ωB97M-V/def2-TZVPD) for a 2-piece molecular cluster, C18H14N6O3 overall at a distorted geometry.

Geometry as ORCA input:
```
! wB97M-V def2-TZVPD RIJCOSX def2/J DEFGRID3
* xyz 0 1
O -2.264 -0.588 -1.744
O -1.862 -1.944 -3.411
O -0.700 2.191 0.741
N -1.467 -1.136 -2.535
N 1.285 0.084 1.097
N 3.643 1.368 -1.431
N 3.861 0.267 -2.186
N 2.379 1.566 -1.164
N 1.688 0.555 -1.794
C 2.625 -0.256 -2.413
C 0.014 -0.065 0.486
C 3.973 0.303 1.818
C 2.037 -1.051 1.241
C -3.368 1.607 1.098
C 2.188 -1.418 -3.093
C -2.403 0.583 1.071
C -4.150 -0.995 1.697
C 3.374 -0.954 1.609
C -0.965 0.982 0.807
C 0.363 0.190 -1.559
C -5.111 0.026 1.685
C -2.804 -0.718 1.425
C 3.171 1.421 1.698
C -0.081 -0.831 -2.416
C -4.704 1.338 1.406
C 0.816 -1.624 -3.160
C 1.800 1.314 1.499
H 5.026 0.407 2.113
H -3.032 2.623 0.882
H -6.150 -0.182 1.970
H 1.095 2.136 1.574
H -4.442 -2.026 1.901
H -0.273 1.071 -1.297
H 1.473 -1.978 1.068
H 2.923 -2.040 -3.604
H -2.036 -1.495 1.494
H -0.338 -1.089 0.329
H 3.550 2.441 1.787
H 3.914 -1.886 1.733
H -5.421 2.157 1.402
H 0.373 -2.352 -3.825
*
```

Values from the calculation:
E_LUMO (eV): -1.08
E_HOMO (eV): -7.433


Entry 2:
Density functional theory data (ωB97M-V/def2-TZVPD) for a 2-piece molecular cluster, C12H16N2O3 overall at a distorted geometry.

Geometry as ORCA input:
```
! wB97M-V def2-TZVPD RIJCOSX def2/J DEFGRID3
* xyz 0 1
O -5.304 -1.123 -1.798
O -0.166 3.361 2.637
O -2.725 -2.639 2.311
N 1.304 1.922 0.230
N -3.986 -2.318 0.113
C 3.247 0.323 -0.634
C -2.932 -0.304 -0.785
C 2.013 -2.116 -0.308
C -2.386 0.979 -1.652
C 2.437 1.010 0.644
C -1.999 -0.764 0.483
C 0.000 1.184 0.014
C -0.574 -0.069 0.901
C -4.273 -1.238 -0.952
C 2.423 -0.890 -1.368
C -0.945 1.702 -1.246
C -2.864 -2.000 1.124
H 1.507 -0.544 -2.014
H 0.032 -0.485 1.820
H -0.596 2.519 2.424
H 2.153 0.189 1.430
H 3.184 -1.401 -2.130
H -0.450 3.545 3.546
H -3.499 -3.058 -0.462
H 3.657 1.128 -1.396
H 4.217 -0.179 -0.152
H 1.204 2.759 0.845
H -3.020 1.344 -2.567
H 3.241 1.708 1.184
H -0.632 2.623 -1.926
H 0.844 -2.163 -0.299
H 2.387 -3.156 -0.744
H 2.500 -1.849 0.729
*
```

Values from the calculation:
E_LUMO (eV): -1.69
SMILES: CCCCNc1ccc2c(c1)C(=O)NC2=O.O
E_HOMO (eV): -9.027


Entry 3:
Density functional theory data (ωB97M-V/def2-TZVPD) for an isolated molecule of C3H5NOS at a distorted geometry.

Geometry as ORCA input:
```
! wB97M-V def2-TZVPD RIJCOSX def2/J DEFGRID3
* xyz 0 1
S 0.029 -1.052 -0.262
O -0.212 -2.169 0.582
N 0.805 -1.181 -1.587
C 0.682 0.250 0.848
C -1.551 -0.208 -0.405
C -2.555 0.472 -0.504
H 0.085 0.050 1.733
H -3.418 1.087 -0.421
H 0.400 1.300 0.502
H 0.174 -1.463 -2.351
H 1.787 0.161 0.817
*
```

Values from the calculation:
E_LUMO (eV): 0.71
SMILES: C#C[S@](C)(=N)=O
E_HOMO (eV): -9.964


Entry 4:
Density functional theory data (ωB97M-V/def2-TZVPD) for an isolated molecule of CH2FPS at a distorted geometry.

Geometry as ORCA input:
```
! wB97M-V def2-TZVPD RIJCOSX def2/J DEFGRID3
* xyz 0 1
S -1.097 1.017 1.503
P 0.744 0.439 -0.884
F 0.891 -1.114 -1.343
C -0.618 0.066 0.238
H 1.503 0.224 0.440
H -1.422 -0.631 0.046
*
```

Values from the calculation:
E_LUMO (eV): -0.93
SMILES: FPC=S
E_HOMO (eV): -8.969


Question: Among the records above, which one has the lowest E_LUMO?
Answer: C12H16N2O3